19
Properties=species:S:1:pos:R:3 method="wB97M-V/def2-TZVPD" lumo_ev=0.475 smiles="C[C@H](O)[C@@H](N)C=O.O" orbital_gap_ha=0.3643 e_homo_ha=-0.3468 relative_energy_kcal_mol=74.3 multiplicity=1
H -0.53 -1.36 -0.67
N -0.84 1.90 -0.46
H 0.97 0.69 -0.71
H -1.88 1.82 -0.52
H 3.20 -0.73 1.20
O 1.08 -0.32 1.60
C -1.07 -0.49 -0.75
C -1.27 -0.18 -2.23
O -2.40 -0.32 -0.19
C 0.24 0.44 1.21
H -2.61 -0.93 0.55
H -0.56 2.53 0.15
O 4.03 -1.38 1.13
H -2.27 -0.20 -2.69
H -0.82 -0.86 -2.85
H 3.57 -2.22 1.10
H -0.49 0.87 2.02
C -0.13 0.63 -0.27
H -0.97 0.85 -2.46



75
Properties=species:S:1:pos:R:3 method="wB97M-V/def2-TZVPD" lumo_ev=-3.575 total_charge=+1 orbital_gap_ha=0.2551 e_homo_ha=-0.3865 multiplicity=1
H -0.64 -3.73 2.51
H -3.41 0.28 -3.65
C -3.95 1.99 1.55
H -4.58 -2.72 1.95
H 1.30 -2.65 3.11
C -2.73 -0.49 3.35
H -3.90 2.93 2.19
C 3.30 -3.68 -1.48
H -4.10 -0.41 0.27
H 1.38 -2.96 0.66
C 1.03 1.81 2.11
C 3.03 -2.52 -2.55
H -2.57 0.26 -5.29
H -3.16 -3.19 0.80
N -0.17 1.02 -0.73
O 2.71 1.78 -0.65
H 2.27 4.82 2.24
O -1.02 -0.39 -2.26
C 1.61 -1.82 -2.45
H -2.43 -0.81 0.85
H 0.69 -0.96 3.02
C -1.32 -0.59 -3.66
S 0.63 1.68 -3.13
H 0.14 3.86 2.34
H -0.31 -1.54 -0.13
H 3.02 3.35 1.45
O 3.61 0.67 -2.60
H -5.61 0.63 2.05
H -1.35 -2.44 1.45
C 0.12 0.46 0.41
H 3.17 4.60 -0.54
H 2.74 -4.63 -1.72
H -4.69 2.24 0.73
H 1.41 -1.37 -3.48
C 0.69 -0.99 -0.02
H -1.85 -1.60 -3.73
C -4.00 -2.48 1.01
H 4.40 -3.95 -1.62
H 2.08 5.93 0.13
H -4.73 -2.58 0.15
H -4.77 1.24 3.51
H 4.47 -1.43 -0.49
H 4.08 -0.26 0.88
H 0.22 3.27 0.62
C -3.52 -0.93 1.09
H -2.95 1.74 1.09
H 3.05 -3.05 -3.56
S 2.96 0.44 -1.26
N -3.85 -0.45 2.45
H -0.18 2.76 -2.79
C -2.42 0.46 -4.18
H -0.62 1.94 -0.82
S -2.08 0.86 4.13
C 0.66 -1.95 2.47
H 3.92 -1.84 -2.55
H 2.00 1.36 1.76
H 5.24 0.26 -0.44
C 1.44 -0.63 -1.40
H 1.35 4.47 -0.73
C 2.18 4.82 -0.05
C -4.57 0.84 2.47
H 2.48 -1.62 1.28
S -1.91 -2.11 3.80
C 1.41 -1.89 1.05
H -0.44 -0.66 -4.35
Cl 0.40 -3.20 -2.19
H -2.07 1.53 -4.10
H 0.95 1.84 3.24
H 3.20 -3.35 -0.41
C 0.21 0.26 -1.99
O -0.10 0.98 1.66
C 0.79 3.31 1.59
C -0.78 -2.60 2.41
C 4.30 -0.35 -0.23
C 2.17 4.10 1.38



14
Properties=species:S:1:pos:R:3 method="wB97M-V/def2-TZVPD" lumo_ev=1.109 smiles=CC1(C)CN1 orbital_gap_ha=0.3682 e_homo_ha=-0.3274 relative_energy_kcal_mol=39.9 multiplicity=1
H -0.53 1.91 0.18
H -1.23 -1.44 0.96
C -0.03 -0.02 -0.22
H 0.87 -2.12 0.03
H -1.67 0.47 -1.36
C 0.38 1.29 -0.04
H -1.84 0.16 1.26
C -1.26 -0.47 0.53
N -1.25 -0.31 -0.90
H 0.96 1.80 -0.84
C 1.11 -1.04 -0.19
H 1.73 -1.08 -1.06
H 0.99 1.43 0.95
H 1.75 -0.58 0.71



41
Properties=species:S:1:pos:R:3 method="wB97M-V/def2-TZVPD" lumo_ev="-0.576 / -1.989" orbital_gap_ha="0.2235 / 0.2012" e_homo_ha="-0.2446 / -0.2743" relative_energy_kcal_mol=29.1 multiplicity=5
H 0.20 3.19 -1.94
C -1.57 5.42 0.74
H -2.06 6.04 1.49
H -3.50 2.03 -0.38
C -0.29 3.82 -1.21
H 0.31 -2.79 4.13
C -0.55 -0.83 4.31
H -3.71 0.61 -1.41
H -0.68 5.44 -2.53
O -2.29 -0.64 0.31
H -3.07 -0.19 2.60
C 0.92 -1.50 2.53
H -1.31 1.17 4.19
C 0.82 -0.26 1.93
H -1.80 6.83 -0.84
N -0.04 2.12 0.56
C -0.42 0.12 -2.28
Te 2.51 0.45 0.58
Pd 0.09 -0.33 -0.30
C -0.46 3.36 0.10
H -1.05 -1.05 5.25
H -0.77 -0.69 -2.93
H -4.96 1.04 -0.22
H 1.58 -2.25 2.10
H -4.26 0.99 2.15
C -3.89 1.01 -0.42
Te 1.52 -2.35 -1.24
C -0.04 0.70 2.52
F 0.62 0.74 -2.95
C -0.78 5.06 -1.52
C 0.23 -1.80 3.70
C -1.42 5.85 -0.56
C -0.32 1.96 1.82
F -1.42 1.07 -2.24
Te 4.32 -1.17 1.50
C -3.17 0.16 0.60
S -1.11 3.31 2.58
Te 2.90 -4.41 -1.95
N -3.55 0.34 1.89
C -1.08 4.15 1.06
C -0.68 0.42 3.72



17
Properties=species:S:1:pos:R:3 method="wB97M-V/def2-TZVPD" lumo_ev=0.519 orbital_gap_ha=0.3785 e_homo_ha=-0.3595 relative_energy_kcal_mol=72.6 multiplicity=1
C -0.84 -0.60 -0.32
H -1.72 1.50 -0.69
S 0.64 0.14 1.51
O 1.29 -0.32 2.71
O 0.33 1.55 1.40
O -1.66 -0.47 -1.43
C 0.65 -0.46 -0.86
H 0.73 -1.24 -1.63
C -0.90 -0.82 1.12
H 0.76 1.60 -0.77
H -0.75 -1.81 1.59
H 0.50 1.15 -2.48
C -1.08 0.76 -0.95
H -1.91 -0.35 1.45
H 1.99 -1.24 0.52
N 1.59 -0.37 0.26
C 0.37 0.98 -1.44



24
Properties=species:S:1:pos:R:3 method="wB97M-V/def2-TZVPD" lumo_ev="-5.111 / -5.132" total_charge=+1 orbital_gap_ha="0.2683 / 0.2838" e_homo_ha="-0.4561 / -0.4724" multiplicity=2
H -0.25 -3.30 -2.98
Mg -0.76 -2.27 3.16
C -0.33 -3.25 0.44
O 0.10 -2.99 1.61
C -2.16 0.63 -0.05
Li -3.08 -3.36 1.18
H -2.72 0.44 -0.97
C -3.01 1.06 1.10
O -2.72 -2.06 2.49
H 0.60 -0.91 -1.26
H -0.37 -1.71 -4.61
H -2.50 1.80 1.73
O -1.46 -0.35 2.99
C 0.00 -1.82 -1.43
O -1.52 -3.47 0.17
O -0.36 -1.35 -3.72
H 1.29 -2.42 -3.03
H -3.96 1.50 0.77
C 0.21 -2.30 -2.85
O 0.45 -2.82 -0.55
O -3.43 -0.05 1.92
H -1.10 -1.10 -0.89
C -2.54 -0.80 2.51
H -1.32 1.30 -0.24



58
Properties=species:S:1:pos:R:3 method="wB97M-V/def2-TZVPD" lumo_ev="-5.104 / -4.282" total_charge=+2 orbital_gap_ha="0.3546 / 0.3884" e_homo_ha="-0.5422 / -0.5457" relative_energy_kcal_mol=0.0 multiplicity=3
O 14.30 -19.18 9.26
O 17.67 -19.07 10.23
H 13.46 -14.37 7.12
C 16.78 -17.29 13.46
H 17.93 -16.96 15.12
O 14.85 -16.40 9.18
H 19.99 -20.60 11.78
N 12.61 -15.56 11.57
C 18.08 -15.48 9.66
N 12.16 -17.53 12.60
H 11.76 -15.20 11.96
H 18.50 -13.78 8.52
C 16.38 -18.17 6.91
N 19.43 -19.80 11.55
N 17.33 -17.44 6.24
H 15.37 -18.42 5.17
O 14.10 -17.30 11.46
H 12.49 -19.05 7.51
H 12.13 -18.50 12.86
C 13.04 -16.81 11.88
H 14.52 -21.65 9.83
H 14.02 -13.38 9.17
H 17.20 -14.81 7.99
H 19.65 -21.41 9.80
H 15.88 -17.71 15.19
O 17.33 -16.43 9.90
H 18.26 -20.96 8.82
N 13.70 -15.22 7.58
H 19.35 -19.09 12.25
N 14.55 -14.19 9.41
H 14.63 -19.18 6.56
N 13.72 -21.39 9.28
N 18.80 -20.89 9.66
C 18.59 -19.87 10.52
O 16.48 -18.31 8.13
N 17.94 -17.13 14.13
H 13.28 -14.93 11.16
N 15.40 -18.70 6.13
H 18.76 -16.93 13.59
H 17.16 -17.12 5.31
N 17.96 -14.62 8.61
H 15.21 -14.23 10.18
H 13.31 -16.09 7.25
F 15.36 -19.64 11.61
O 16.71 -17.30 12.23
H 14.88 -17.99 13.81
H 19.14 -15.66 11.38
N 15.70 -17.58 14.22
H 18.09 -17.14 6.83
H 11.30 -17.06 12.82
H 12.31 -20.74 7.33
N 12.82 -19.97 7.73
H 13.22 -22.09 8.77
H 19.85 -14.54 10.29
N 19.11 -15.19 10.50
V 15.80 -18.09 10.36
C 14.44 -15.34 8.71
C 13.59 -20.10 8.86



12
Properties=species:S:1:pos:R:3 method="wB97M-V/def2-TZVPD" lumo_ev=0.990 orbital_gap_ha=0.3651 e_homo_ha=-0.3287 relative_energy_kcal_mol=17.8 multiplicity=1
H 0.38 -2.07 1.21
H 1.66 -0.72 -0.81
N -1.44 1.41 -1.07
H -2.38 1.00 -1.11
C 1.32 -0.27 0.14
H 2.19 -0.18 0.80
C 0.21 -1.12 0.71
H -1.95 -0.89 0.74
N 0.64 1.00 -0.07
H 1.04 1.66 -0.72
C -0.71 0.72 -0.29
C -0.96 -0.54 0.47



| no. | energy (eV) |
| --- | --- |
| 1 | -11956.8894 |
| 2 | -90515.7573 |
| 3 | -5782.0836 |
| 4 | -70768.5604 |
| 5 | -23762.3207 |
| 6 | -26344.9956 |
| 7 | -71309.5991 |
| 8 | -7224.8183 |